i:
Computed, not measured: 2 unconnected molecules or ions with the total composition C3H11N2S, with the ωB97M-V functional and the def2-TZVPD basis.

Values from the calculation:
HOMO energy = -13.107 eV
Net charge = +1

CARTESIAN COORDINATES (ANGSTROEM)
C1 -1.89 0.95 0.16
C2 -1.83 -0.53 -0.34
S1 -1.36 -1.76 1.08
H1 -0.85 1.32 0.11
H2 -2.21 1.00 1.21
H3 -2.43 1.80 -0.38
H4 -2.86 -0.83 -0.72
H5 -1.20 -0.81 -1.20
H6 -2.28 -2.64 0.83
N1 1.31 -0.20 0.75
C3 2.22 -0.29 -0.18
N2 2.90 0.85 -0.72
H7 1.01 0.73 1.03
H8 0.46 -0.83 0.77
H9 2.44 -1.24 -0.71
H10 3.63 0.71 -1.50
H11 2.94 1.78 -0.19

***

ii:
Computed, not measured: 2 unconnected molecules or ions with the total composition C3H11N2S, with the ωB97M-V functional and the def2-TZVPD basis.

Values from the calculation:
HOMO energy = -13.056 eV
Net charge = +1

CARTESIAN COORDINATES (ANGSTROEM)
C1 0.68 2.37 1.68
C2 1.64 1.19 1.57
S1 1.05 -0.40 0.62
H1 1.24 3.15 2.23
H2 0.45 2.84 0.73
H3 -0.26 2.02 2.14
H4 1.80 0.82 2.57
H5 2.31 1.57 0.81
H6 1.33 -1.60 1.20
N1 -0.69 -1.74 -2.73
C3 -1.50 -1.69 -1.67
N2 -1.61 -0.84 -0.70
H7 0.32 -1.69 -2.83
H8 -1.00 -2.51 -3.33
H9 -2.30 -2.41 -1.87
H10 -2.55 -0.76 -0.35
H11 -0.89 -0.32 -0.09

***

It is i that is most stable; the runner-up trails by 0.235 eV.

***

i:
Computed, not measured: C7H8O2S in the gas phase, with the ωB97M-V functional and the def2-TZVPD basis.

Values from the calculation:
HOMO energy = -8.708 eV
SMILES = CSc1cc(=O)cc(C)o1

CARTESIAN COORDINATES (ANGSTROEM)
C1 -2.57 0.91 -1.70
S1 -1.60 -0.70 -2.21
C2 -0.32 -0.79 -0.94
C3 0.84 -1.45 -1.19
C4 1.93 -1.40 -0.21
O1 2.97 -1.90 -0.37
C5 1.84 -0.56 0.96
C6 0.70 0.15 1.12
C7 0.39 1.03 2.29
O2 -0.45 -0.01 0.21
H1 -3.33 0.99 -2.46
H2 -2.95 0.68 -0.73
H3 -1.88 1.74 -1.83
H4 0.89 -2.00 -2.20
H5 2.65 -0.24 1.52
H6 0.29 0.27 3.12
H7 -0.63 1.57 2.20
H8 1.26 1.74 2.42

***

ii:
Computed, not measured: 2 unconnected molecules or ions with the total composition C7H8O2S, with the ωB97M-V functional and the def2-TZVPD basis.

Values from the calculation:
HOMO energy = -8.145 eV
SMILES = C=C=C1SC=C[C@@H]1O.C=O

CARTESIAN COORDINATES (ANGSTROEM)
C1 -0.83 2.25 1.02
C2 -0.07 1.18 0.80
C3 0.69 0.16 0.59
S1 0.28 -1.37 1.45
C4 1.49 -2.24 0.55
C5 2.03 -1.57 -0.43
C6 1.50 -0.18 -0.65
O1 2.57 0.75 -0.98
H1 -1.84 2.21 0.59
H2 -0.47 3.10 1.61
H3 1.72 -3.30 0.87
H4 2.82 -1.82 -1.12
H5 0.92 -0.40 -1.59
H6 2.80 1.03 -0.08
C7 -3.41 -0.04 -0.67
O2 -3.59 1.17 -0.61
H7 -2.97 -0.39 0.33
H8 -3.66 -0.55 -1.66

***

It is i that is most stable; the runner-up trails by 2.154 eV.

***

i:
Computed, not measured: a gas-phase ion, C3H3N2O2S (charge -1), with the ωB97M-V functional and the def2-TZVPD basis.

Values from the calculation:
HOMO energy = -3.694 eV
Net charge = -1

CARTESIAN COORDINATES (ANGSTROEM)
C1 0.98 -1.22 -0.39
C2 0.28 0.93 -1.29
C3 -1.48 0.85 0.77
N1 0.56 -0.24 -1.33
N2 0.97 -0.92 0.87
O1 1.32 -2.22 -0.98
O2 0.09 2.06 -1.53
S1 -0.56 0.20 1.93
H1 -2.43 0.54 0.39
H2 -1.12 1.72 0.08
H3 1.40 -1.70 1.47

***

ii:
Computed, not measured: a gas-phase ion, C3H3N2O2S (charge -1), with the ωB97M-V functional and the def2-TZVPD basis.

Values from the calculation:
HOMO energy = -2.731 eV
SMILES = Nc1sc(=O)[nH]c1[O-]
Net charge = -1

CARTESIAN COORDINATES (ANGSTROEM)
N1 1.93 -0.73 0.01
C1 0.83 -0.62 -0.83
S1 -0.64 -1.62 -0.29
C2 -1.75 -0.30 0.04
O1 -2.99 -0.40 0.27
N2 -1.15 0.90 0.00
C3 0.19 0.99 -0.23
O2 0.86 1.96 -0.15
H1 2.53 -1.43 -0.23
H2 1.87 -0.56 1.05
H3 -1.71 1.82 0.34

***

It is i that is most stable; the runner-up trails by 0.098 eV.

***

i:
Computed, not measured: a gas-phase ion, C5H8O2P (charge -1), with the ωB97M-V functional and the def2-TZVPD basis.

Values from the calculation:
HOMO energy (spin up / spin down) = -3.062 / -2.237 eV
Net charge = -1

CARTESIAN COORDINATES (ANGSTROEM)
C1 2.38 -2.32 -1.13
C2 1.29 -1.47 -1.15
C3 -0.21 0.27 -0.10
C4 0.93 -0.75 0.02
C5 -0.55 1.28 1.00
O1 -2.27 2.94 2.30
O2 -2.89 1.76 0.11
P1 -2.10 1.59 1.60
H1 2.60 -2.87 -2.05
H2 3.02 -2.40 -0.19
H3 0.86 -1.18 -2.07
H4 -0.24 0.89 -0.95
H5 -1.19 -0.37 -0.04
H6 1.29 -0.99 0.99
H7 0.11 1.02 1.77
H8 -3.02 2.61 -0.11

***

ii:
Computed, not measured: 3 unconnected molecules or ions with the total composition C5H8O2P, with the ωB97M-V functional and the def2-TZVPD basis.

Values from the calculation:
HOMO energy = -3.942 eV
Net charge = -1

CARTESIAN COORDINATES (ANGSTROEM)
C1 -4.97 -1.79 0.21
C2 -5.54 -2.45 1.03
C3 -4.31 -1.15 -0.86
C4 6.41 1.27 0.76
C5 6.95 0.56 -0.15
O1 -1.58 1.42 -1.01
O2 -2.85 2.73 0.63
P1 -2.13 1.46 0.37
H1 -4.98 -0.75 -1.53
H2 -3.84 -0.18 -0.47
H3 -3.77 -1.79 -1.56
H4 -5.79 -3.06 1.82
H5 6.71 2.30 0.71
H6 5.57 0.96 1.39
H7 7.48 1.02 -0.99
H8 6.64 -0.54 -0.34

***

It is ii that is most stable; the runner-up trails by 1.504 eV.

***

i:
Computed, not measured: 4 unconnected molecules or ions with the total composition C2H12N2O3, with the ωB97M-V functional and the def2-TZVPD basis.

Values from the calculation:
HOMO energy = -9.541 eV
SMILES = C/N=C\N.O.O.O

CARTESIAN COORDINATES (ANGSTROEM)
C1 2.64 -0.78 2.16
N1 1.65 -0.24 1.25
C2 1.76 0.94 0.80
N2 2.66 1.88 1.27
H1 3.67 -0.70 1.79
H2 2.66 -0.25 3.13
H3 2.39 -1.82 2.38
H4 1.13 1.24 -0.03
H5 3.13 1.56 2.11
H6 2.31 2.81 1.44
O1 0.33 -3.23 1.20
H7 -0.46 -3.04 1.72
H8 0.69 -2.35 1.02
O2 -5.15 1.85 0.35
H9 -5.08 1.19 1.05
H10 -4.21 2.04 0.21
O3 -2.48 -0.29 -6.32
H11 -2.36 0.54 -6.79
H12 -1.95 -0.23 -5.51

***

ii:
Computed, not measured: 4 unconnected molecules or ions with the total composition C2H12N2O3, with the ωB97M-V functional and the def2-TZVPD basis.

Values from the calculation:
HOMO energy = -9.795 eV
SMILES = C/N=C\N.O.O.O

CARTESIAN COORDINATES (ANGSTROEM)
C1 -0.37 -0.73 -0.63
N1 -1.29 -0.97 0.50
C2 -1.57 -2.17 0.75
N2 -1.02 -3.31 0.10
H1 0.47 -1.43 -0.54
H2 -0.08 0.30 -0.59
H3 -0.88 -1.01 -1.56
H4 -2.17 -2.44 1.61
H5 -1.10 -3.17 -0.91
H6 -1.45 -4.15 0.42
O1 4.46 0.70 0.70
H7 5.40 0.60 0.66
H8 4.11 0.08 0.10
O2 1.37 4.61 0.88
H9 2.19 4.33 1.32
H10 0.72 3.95 1.12
O3 -3.09 1.67 -1.65
H11 -3.00 2.28 -0.93
H12 -2.69 0.85 -1.36

***

It is i that is most stable; the runner-up trails by 0.137 eV.